Record 1
C6H13N | ωB97M-V/def2-TZVPD

Last columns: bonded neighbours and bond lengths (Å).
Positions of all 20 atoms, in Å:
1 C -2.0547 -0.4618 0.2586  C2 1.542, N7 1.476, H8 1.086, H9 1.082
2 C -0.6978 0.0747 0.7590  C1 1.542, C3 1.441, H10 1.085
3 C 0.4762 0.2718 -0.0526  C2 1.441, C4 1.343, C5 1.515
4 C 0.4506 0.1741 -1.3921  C3 1.343, H12 1.085, H13 1.088
5 C 1.8046 0.5848 0.6052  C3 1.515, C6 1.544, H14 1.087, H15 1.097
6 C 2.6276 -0.7213 0.6146  C5 1.544, H16 1.095, H17 1.095, H18 1.102
7 N -2.5673 0.2713 -0.9150  C1 1.476, H19 1.004, H20 1.010
8 H -2.7603 -0.3049 1.0686  C1 1.086
9 H -2.0494 -1.4774 -0.1142  C1 1.082
10 H -0.8261 0.7941 1.5617  C2 1.085
11 H -0.6172 -1.4976 1.7692  no bonds
12 H 1.3296 0.2951 -2.0173  C4 1.085
13 H -0.2891 -0.3772 -1.9689  C4 1.088
14 H 1.5413 1.0038 1.5734  C5 1.087
15 H 2.3731 1.2750 -0.0304  C5 1.097
16 H 2.1714 -1.3391 1.3958  C6 1.095
17 H 2.5691 -1.2314 -0.3529  C6 1.095
18 H 3.7095 -0.5588 0.7513  C6 1.102
19 H -1.9576 0.4820 -1.6847  N7 1.004
20 H -3.0763 1.1209 -0.7192  N7 1.010

Its charge is 0. The calculation puts the electronic energy at -291.00884 hartree. As for the lowest unoccupied orbital energy: -0.07 eV. For the HOMO-LUMO gap, the calculation gives 8.593 eV.

Record 2
C12H30IN2O4 | ωB97M-V/def2-TZVPD

Last columns: bonded neighbours and bond lengths (Å).
Positions of all 49 atoms, in Å:
1 I -0.2496 3.8684 1.5082  no bonds
2 C -2.8549 2.1363 -1.1258  O3 1.402, H11 1.104, H12 1.098, H13 1.099
3 O -2.4746 0.7879 -1.0869  C2 1.402, C4 1.410
4 C -3.5185 0.0311 -1.6575  O3 1.410, C5 1.524, H14 1.097, H15 1.098
5 C -3.0727 -1.3431 -2.1441  C4 1.524, N6 1.477, H16 1.089, H17 1.102
6 N -2.8174 -2.2952 -1.0438  C5 1.477, C7 1.464, H18 1.018
7 C -2.2521 -3.5502 -1.5415  N6 1.464, C8 1.514, H19 1.105, H20 1.094
8 C -0.9228 -3.4846 -2.2638  C7 1.514, O9 1.403, H21 1.100, H22 1.107
9 O 0.0691 -2.8197 -1.5263  C8 1.403, C10 1.411
10 C 1.3104 -2.9319 -2.1878  O9 1.411, H23 1.093, H24 1.094, H25 1.086
11 H -2.8992 2.5706 -2.1399  C2 1.104
12 H -2.1701 2.8008 -0.5833  C2 1.098
13 H -3.8580 2.3186 -0.7159  C2 1.099
14 H -3.9503 0.5853 -2.4996  C4 1.097
15 H -4.3391 -0.1088 -0.9416  C4 1.098
16 H -2.1744 -1.2913 -2.7583  C5 1.089
17 H -3.8619 -1.7704 -2.7827  C5 1.102
18 H -3.7394 -2.6089 -0.7475  N6 1.018
19 H -2.9301 -4.1020 -2.2177  C7 1.105
20 H -2.0964 -4.2300 -0.6987  C7 1.094
21 H -1.0053 -3.2195 -3.3283  C8 1.100
22 H -0.5789 -4.5362 -2.3116  C8 1.107
23 H 1.3177 -2.2986 -3.0785  C10 1.093
24 H 1.5700 -3.9563 -2.4708  C10 1.094
25 H 2.0475 -2.5313 -1.4986  C10 1.086
26 C -0.4831 0.9166 4.7732  O27 1.410, H35 1.098, H36 1.101, H37 1.086
27 O 0.4657 0.4749 3.8278  C26 1.410, C28 1.396
28 C 1.7455 0.8950 4.1955  O27 1.396, C29 1.531, H38 1.101, H39 1.096
29 C 2.7470 0.5452 3.0919  C28 1.531, N30 1.446, H40 1.096, H41 1.111
30 N 2.4268 1.3050 1.9044  C29 1.446, C31 1.441, H42 1.012
31 C 3.4645 1.3414 0.9055  N30 1.441, C32 1.530, H43 1.092, H44 1.105
32 C 2.9550 2.0333 -0.3607  C31 1.530, O33 1.399, H45 1.108, H46 1.093
33 O 1.8616 1.3325 -0.8816  C32 1.399, C34 1.400
34 C 1.4029 1.8679 -2.0911  O33 1.400, H47 1.098, H48 1.095, H49 1.092
35 H -0.3611 1.9672 5.0681  C26 1.098
36 H -0.3115 0.3437 5.6975  C26 1.101
37 H -1.4931 0.8537 4.3793  C26 1.086
38 H 2.0646 0.3711 5.1103  C28 1.101
39 H 1.8521 1.9770 4.3332  C28 1.096
40 H 2.8127 -0.5286 2.8836  C29 1.096
41 H 3.7757 0.8026 3.4217  C29 1.111
42 H 2.0587 2.2221 2.1227  N30 1.012
43 H 3.8447 0.3613 0.6111  C31 1.092
44 H 4.2999 1.9293 1.3279  C31 1.105
45 H 3.7776 1.8777 -1.0859  C32 1.108
46 H 2.8282 3.1050 -0.1873  C32 1.093
47 H 2.1151 1.7130 -2.9125  C34 1.098
48 H 1.1315 2.9214 -1.9656  C34 1.095
49 H 0.4702 1.3509 -2.3268  C34 1.092

Its charge is -1. The calculation puts the electronic energy at -1183.33716 hartree. As for the lowest unoccupied orbital energy: 2.77 eV. For the HOMO-LUMO gap, the calculation gives 6.220 eV.

What is the charge in the first record?
0